232
Properties=species:S:1:pos:R:3:forces:R:3:mulliken_charge:R:1 method="wB97M-V/def2-TZVPD" e_lumo_ha=-0.4635 charge=+7 energy_ha=-4018.73025
P 15.26951 -4.74632 -8.27339 -1.42 3.14 1.56 1.7139
F 14.12314 -5.04762 -7.16566 -0.34 -0.62 -0.09 -0.4222
F 16.28644 -5.53970 -7.30926 0.66 -0.78 -0.85 -0.4352
F 14.92532 -6.06350 -9.13666 0.29 0.19 0.04 -0.3281
F 16.35942 -4.19712 -9.28567 0.81 -1.60 -1.67 -0.4514
F 14.09468 -3.85755 -9.06376 0.73 -0.90 -0.13 -0.4644
F 15.69870 -3.39211 -7.46576 -0.76 0.37 1.09 -0.5018
C 8.16067 -0.13857 -12.03064 -0.66 0.42 0.62 -1.3085
C 8.34735 -1.59906 -12.36805 1.23 -0.24 -1.40 -0.1010
C 9.83977 -1.91530 -12.12887 -0.82 -0.96 2.38 -0.6085
N 10.15411 -3.43055 -12.00726 0.73 -1.01 -2.10 0.4320
C 9.92596 -4.04402 -13.47321 0.84 -0.23 1.25 -0.8639
C 9.40871 -4.26774 -10.92019 0.96 0.15 -1.81 -0.8963
C 10.25108 -5.57248 -10.85291 -0.12 0.72 0.82 -0.5558
C 11.73386 -5.15815 -11.15803 -0.91 -0.31 -0.78 1.5242
C 11.64169 -3.68045 -11.60855 -1.12 0.21 0.28 -0.9509
H 7.13678 0.20480 -12.17845 -0.08 -0.26 0.11 0.4047
H 8.73986 0.51718 -12.68074 0.30 -0.19 0.03 0.3585
H 8.42989 0.04825 -10.99106 -0.01 0.23 0.05 0.2862
H 8.12486 -1.66111 -13.43330 0.05 -0.39 -0.16 0.3182
H 7.72820 -2.36268 -11.89727 -0.21 0.51 0.45 0.3360
H 10.07932 -1.65264 -11.09847 -0.13 0.63 0.21 -0.0890
H 10.53768 -1.33030 -12.72788 0.06 -0.72 -0.53 0.5537
H 10.08999 -3.24731 -14.19877 -0.23 -0.08 0.19 0.3679
H 8.97969 -4.56894 -13.60409 -0.29 0.66 0.36 0.3101
H 10.66898 -4.82608 -13.62944 0.20 0.17 0.10 0.3640
H 8.39529 -4.43711 -11.28404 0.01 0.20 0.47 0.5344
H 9.50098 -3.66922 -10.01390 -0.37 -0.12 0.00 0.2596
H 9.87405 -6.38340 -11.47609 0.05 0.42 -0.49 0.4495
H 10.13293 -5.99096 -9.85340 0.16 0.16 0.19 0.3471
H 12.06206 -5.87131 -11.91420 0.43 0.31 -0.14 0.0560
H 12.37835 -5.22910 -10.28185 0.00 0.03 -0.13 -0.8363
H 12.24772 -3.20505 -12.37979 0.15 -0.72 -0.14 0.6530
H 11.86892 -3.14218 -10.68837 -0.46 0.56 -0.09 -0.3000
C 17.26476 -9.55810 -15.32231 -0.44 -0.11 -0.62 -1.4699
C 17.55325 -8.38740 -14.40523 -0.07 0.44 0.70 -0.2328
C 16.25310 -7.65832 -13.94348 0.29 0.33 -0.33 -0.6977
N 16.43195 -6.28773 -13.25024 0.40 0.84 0.48 0.8048
C 17.27423 -6.53634 -11.98256 0.95 0.66 -1.26 -1.2127
C 15.10515 -5.70990 -12.79141 -0.53 0.40 -0.19 -0.4083
C 15.13368 -4.16035 -12.88456 -0.33 0.05 0.83 -0.2105
C 16.42873 -3.73313 -13.55113 1.01 -1.47 1.07 0.0050
C 17.02635 -5.09130 -14.10509 -0.27 0.58 0.00 -0.7440
H 16.58751 -10.27368 -14.85606 -0.13 0.04 -0.02 0.3413
H 18.14780 -10.12801 -15.61133 0.19 0.26 0.28 0.4168
H 16.83486 -9.21442 -16.26314 -0.20 -0.06 0.02 0.3691
H 18.24671 -7.68423 -14.86649 -0.12 0.14 -0.23 0.3641
H 18.09225 -8.79434 -13.54967 -0.08 0.13 0.28 0.2550
H 15.69951 -8.22633 -13.19581 0.07 -0.24 -0.01 0.4489
H 15.56569 -7.48126 -14.77065 0.16 0.03 -0.16 0.4718
H 17.77679 -5.59561 -11.75770 -0.66 0.21 0.63 0.1517
H 18.13813 -7.16639 -12.19424 -0.36 -0.31 -0.46 0.5616
H 16.70138 -6.99526 -11.17675 -0.18 0.43 -0.20 0.3422
H 14.90815 -6.10971 -11.79670 -0.14 0.19 -0.08 -0.2861
H 14.30549 -6.01245 -13.46750 0.30 -0.55 -0.09 0.5516
H 15.16474 -3.66466 -11.91429 -0.42 -0.42 0.29 0.0501
H 14.22281 -3.79854 -13.36153 0.19 -0.17 -0.31 0.4278
H 17.03846 -3.37902 -12.71991 0.41 0.02 -0.18 -0.6663
H 16.33643 -2.87019 -14.21061 0.10 -0.62 -0.57 0.4680
H 18.10992 -5.20221 -14.06420 -0.13 0.18 -0.16 0.5196
H 16.67087 -5.09749 -15.13548 0.08 -1.02 -0.01 0.4171
C 12.33029 -10.99279 -4.20999 1.52 -0.03 -1.58 -0.9562
C 12.99166 -10.91261 -5.67784 -1.28 1.72 0.80 -0.1209
C 12.34257 -9.72707 -6.43076 -0.09 0.01 -0.65 -1.1139
N 12.99710 -9.39004 -7.77460 1.70 -0.58 0.44 0.7720
C 14.50733 -9.16058 -7.59682 -0.50 0.87 0.13 -1.4933
C 12.41296 -8.11865 -8.52668 -0.18 -1.92 0.14 0.0494
C 12.10585 -8.77193 -9.88838 -0.08 1.14 -0.70 -0.0582
C 12.96268 -10.02189 -10.05170 -0.23 -0.31 -0.68 -0.9436
C 12.89192 -10.62308 -8.69603 -0.48 0.23 0.82 -0.8202
H 11.25751 -11.14665 -4.32648 0.16 -0.37 0.29 0.4554
H 12.51768 -10.11562 -3.59068 -0.02 0.41 -0.35 -0.1149
H 12.88402 -11.77509 -3.69087 -0.69 -0.39 0.02 0.4592
H 12.75993 -11.83109 -6.21710 0.37 -0.06 0.17 0.3922
H 14.04919 -10.64854 -5.67848 0.14 -0.78 0.50 0.1185
H 12.36683 -8.78476 -5.88344 0.00 -0.11 0.30 0.3876
H 11.31511 -9.98065 -6.69176 -0.13 0.23 0.11 0.7041
H 14.88472 -8.56056 -8.42486 -0.27 0.06 0.03 0.1718
H 15.13592 -10.05044 -7.56309 -0.63 -0.24 0.20 0.5102
H 14.60096 -8.58376 -6.67670 0.27 0.06 -0.06 0.5116
H 13.11923 -7.28844 -8.52068 0.29 -0.46 -0.01 -0.4250
H 11.52511 -7.76980 -7.99930 -0.05 -0.34 0.04 0.4152
H 12.25721 -8.07050 -10.70886 0.11 0.09 0.02 -0.1058
H 11.04846 -9.03018 -9.94609 0.01 -0.21 0.15 0.5017
H 13.99509 -9.87517 -10.36901 0.01 0.42 0.05 0.1157
H 12.52420 -10.68597 -10.79657 -0.01 -0.02 0.02 0.5740
H 13.65882 -11.34019 -8.40326 0.00 0.19 -0.17 0.4792
H 11.92908 -11.09723 -8.50573 -0.11 0.14 -0.07 0.4908
C 8.59637 -2.32713 -2.69769 -1.36 0.24 -0.88 -1.1128
C 8.83434 -2.53254 -4.20845 0.29 0.26 -0.15 -0.7896
C 10.32002 -2.83411 -4.55001 -0.64 1.07 0.40 -0.3940
N 11.01793 -1.62300 -5.21308 0.56 -0.51 0.01 0.3291
C 10.97545 -0.43154 -4.24743 -0.04 -1.10 0.55 -0.9614
C 10.43967 -1.22413 -6.59718 1.28 0.56 0.75 -0.6511
C 11.69766 -0.80375 -7.39333 -1.19 1.13 -0.97 -0.5256
C 12.98036 -1.06397 -6.64754 -0.04 0.29 1.77 -0.1579
C 12.52552 -1.96344 -5.44577 -0.63 -0.33 -1.38 -0.4910
H 8.97738 -3.15834 -2.10438 0.03 0.21 0.11 0.2035
H 7.51117 -2.27768 -2.60817 -0.14 -0.52 0.34 0.4448
H 8.82315 -1.34131 -2.29171 0.87 -0.15 -0.08 0.3258
H 8.46298 -1.68580 -4.78571 0.32 0.51 0.16 0.3852
H 8.13735 -3.26152 -4.62184 0.39 -0.69 0.33 0.4947
H 10.47982 -3.75397 -5.11251 0.05 0.37 -0.51 0.5126
H 10.81522 -2.96922 -3.58844 0.34 0.06 -0.08 0.2284
H 9.95066 -0.23947 -3.92958 0.06 0.41 -0.69 0.3324
H 11.55117 0.42326 -4.60235 -0.42 -0.09 -0.35 0.3949
H 11.44040 -0.77943 -3.32499 0.26 -0.04 -0.07 0.4194
H 9.79942 -0.35952 -6.42213 -0.16 -0.29 -0.04 0.3418
H 9.88261 -2.00883 -7.10906 0.08 -0.25 0.62 0.4073
H 11.63090 0.27095 -7.56269 -0.07 0.01 -0.14 0.2977
H 11.62541 -1.23108 -8.39347 0.36 -0.27 0.09 0.0822
H 13.36997 -0.14512 -6.20935 -0.22 0.26 -0.07 0.4211
H 13.79134 -1.35955 -7.31316 -0.14 -0.95 0.39 0.0174
H 13.01518 -1.87896 -4.47562 0.14 0.22 -0.28 0.4053
H 12.55680 -2.99889 -5.78483 -0.10 -0.15 0.20 0.0544
C 18.02606 0.48479 -7.16014 -0.77 -0.80 -1.17 -1.5652
C 18.08409 -0.91519 -7.85602 1.11 0.66 -0.11 0.7597
C 19.29667 -0.94854 -8.80773 -0.61 0.07 1.35 -1.1281
N 19.69061 -2.37504 -9.26230 -0.95 0.73 -0.71 0.4969
C 19.57978 -3.49776 -8.18996 0.30 1.41 -1.45 -1.0921
C 21.03886 -2.22189 -9.88635 0.89 -1.61 -1.92 -0.6249
C 20.74945 -1.58839 -11.27388 2.18 1.22 0.65 -0.7795
C 19.35658 -1.90280 -11.68075 -0.93 0.56 1.08 -0.7190
C 18.79199 -2.70577 -10.48377 -0.50 -0.08 -0.51 -0.7758
H 17.06902 0.47643 -6.63850 0.46 0.24 0.83 0.3795
H 17.88254 1.29657 -7.87324 0.24 -0.09 -0.31 0.3977
H 18.93647 0.70985 -6.60463 -0.40 -0.13 0.41 0.4230
H 17.13509 -1.16523 -8.33036 0.07 0.02 -0.12 0.1308
H 18.29601 -1.67174 -7.10049 -0.34 0.02 0.23 -0.3881
H 20.12383 -0.49516 -8.26152 0.35 -0.59 0.16 0.6482
H 19.19073 -0.24091 -9.63000 -0.23 -0.68 -0.50 0.5136
H 19.98653 -3.12808 -7.24869 -0.10 -0.07 -0.12 0.4361
H 20.20307 -4.29416 -8.59661 -0.12 -0.04 0.18 0.3367
H 18.52610 -3.77464 -8.15526 0.15 -0.01 0.32 0.3591
H 21.46102 -3.19381 -10.14181 -0.33 -0.52 0.55 0.3256
H 21.80951 -1.76288 -9.26707 -0.57 0.46 0.13 0.4541
H 21.36714 -1.88525 -12.12149 0.80 -0.24 0.76 0.4475
H 20.98417 -0.53919 -11.09447 -0.50 0.28 -0.70 0.2973
H 19.33976 -2.34827 -12.67542 -0.34 -0.37 0.36 0.4204
H 18.83587 -0.94649 -11.72999 -0.43 -0.23 -0.29 0.4317
H 18.73573 -3.78676 -10.61180 0.67 -0.11 0.02 0.4980
H 17.74348 -2.44326 -10.34301 0.19 0.27 0.78 0.1500
C 15.65267 -5.87120 1.50088 -1.20 1.35 0.98 -1.2840
C 16.54713 -5.06941 0.59630 0.17 -0.49 -0.92 -0.3423
C 15.84795 -4.76097 -0.73598 0.23 0.74 0.25 -0.7385
N 16.74823 -3.90752 -1.72802 -0.40 -0.43 0.58 0.3990
C 18.13391 -4.64824 -1.87924 -1.36 -0.03 -1.79 -0.8106
C 18.97404 -4.05391 -3.07522 0.20 0.83 2.26 -1.3642
C 18.23782 -4.01483 -4.38636 -0.06 -0.52 0.23 0.5816
C 16.88742 -3.29280 -4.19825 1.11 0.04 -0.88 -0.3409
C 15.98840 -3.81738 -3.10159 1.20 0.59 0.34 -0.9026
C 16.98565 -2.49194 -1.12527 -0.37 -1.06 -0.27 -0.8997
H 14.99129 -6.51269 0.91849 0.58 -0.97 0.36 0.0850
H 14.92996 -5.25570 2.03656 -0.23 0.67 -0.30 0.3817
H 16.19755 -6.19528 2.38754 0.12 -1.18 -0.57 0.4425
H 17.35516 -5.75691 0.34625 0.37 0.27 0.13 0.3468
H 16.94552 -4.19660 1.11359 -0.03 0.02 -0.18 0.3135
H 14.85823 -4.32742 -0.59248 0.30 1.42 0.16 0.5406
H 15.44283 -5.66795 -1.18472 1.22 -0.51 -0.69 0.3558
H 17.73658 -5.63783 -2.10497 0.54 -0.37 -0.18 0.4823
H 18.63180 -4.71528 -0.91192 0.00 0.53 -0.25 0.5575
H 19.97259 -4.49095 -3.07463 -0.22 -0.62 -0.21 0.5690
H 19.23625 -3.05211 -2.73503 -0.12 0.40 -0.16 0.4292
H 18.25203 -5.04688 -4.73677 -0.99 -0.28 -0.17 -0.1157
H 18.76742 -3.51096 -5.19491 0.28 0.35 0.35 -0.1065
H 16.40624 -3.28066 -5.17622 -0.58 -0.21 0.17 -0.3092
H 17.16845 -2.25060 -4.04681 -0.17 0.15 0.31 0.4277
H 15.59096 -4.77104 -3.44895 0.29 -0.24 0.79 0.1726
H 15.16638 -3.11516 -2.96280 -0.06 -0.12 0.32 0.9107
H 17.62450 -2.54782 -0.24388 -0.09 -0.37 -0.09 0.3750
H 16.00297 -2.13522 -0.81674 0.18 0.33 -0.25 0.3771
H 17.51236 -1.86882 -1.84804 -0.45 -0.05 -0.04 0.4118
C 13.14863 -5.83184 -3.92848 -1.90 -0.53 0.47 -1.0823
C 11.84069 -6.14578 -3.12534 -0.19 -0.84 0.25 -0.0347
C 12.19568 -7.16805 -1.96204 -1.30 0.48 -0.43 -0.3270
N 10.97391 -7.72950 -1.12288 1.49 0.31 -1.47 0.2039
C 11.40503 -8.86984 -0.18676 -0.11 0.52 0.90 -0.6797
C 12.26842 -8.42316 0.99864 -0.03 0.35 0.33 -0.4503
C 11.50126 -7.33825 1.75564 -0.44 0.25 -0.58 -0.7772
C 11.08770 -6.15817 0.84723 -0.45 -0.34 1.08 -0.4643
C 10.29175 -6.56253 -0.35904 0.15 -1.01 -1.20 -0.6895
C 9.99151 -8.36280 -2.05725 -1.21 0.35 0.84 -0.9462
H 13.65422 -6.78304 -4.09497 0.67 0.14 0.53 0.7462
H 13.67074 -5.06492 -3.35636 0.39 -0.32 -0.55 0.1901
H 12.90250 -5.56213 -4.95550 0.03 0.74 0.17 0.1924
H 11.08257 -6.57181 -3.78250 0.28 -0.69 -0.20 0.4107
H 11.26747 -5.26775 -2.82769 0.70 0.37 0.58 0.1263
H 12.92644 -6.74587 -1.27222 -0.21 -0.03 0.12 0.0413
H 12.66330 -7.99394 -2.49806 -0.14 -0.38 0.46 -0.2438
H 11.74219 -9.71658 -0.78464 0.38 0.30 -0.13 0.5342
H 10.47130 -9.19595 0.27140 -0.17 -0.04 -0.12 0.4895
H 13.29391 -8.12348 0.78262 0.01 -0.03 -0.39 0.0297
H 12.33621 -9.23308 1.72495 0.17 -0.42 -0.41 0.4274
H 12.00788 -6.93275 2.63143 0.25 -0.23 -0.14 0.4232
H 10.61918 -7.85411 2.13501 -0.29 0.30 0.14 0.3522
H 11.96750 -5.55457 0.62425 -0.03 0.08 -0.31 0.1042
H 10.40682 -5.54304 1.43557 0.13 0.32 0.01 0.4662
H 10.13075 -5.77875 -1.09922 0.41 0.15 0.04 0.4988
H 9.27206 -6.91727 -0.20902 0.13 -0.20 0.82 0.4501
H 10.38735 -9.15257 -2.69574 0.36 0.39 0.04 0.0926
H 9.40765 -7.60052 -2.57313 0.44 0.00 -0.38 0.4738
H 9.25279 -8.81623 -1.39634 -0.01 -0.27 -0.11 0.5260
C 17.95608 -12.60747 -5.15333 -0.07 0.87 -0.38 -1.4080
C 18.94013 -11.54250 -5.74638 0.79 -0.42 0.34 -0.4831
C 18.30449 -10.59304 -6.77352 0.16 0.30 0.62 -0.2067
N 19.08116 -9.23828 -7.04035 -0.31 0.71 0.23 0.7768
C 20.39422 -9.51134 -7.75671 0.31 0.43 0.34 -0.7247
C 21.22021 -8.28783 -8.21928 -1.58 -0.04 -0.64 -0.7445
C 20.33904 -7.49779 -9.22103 0.87 0.18 1.07 -1.1691
C 19.09032 -7.04882 -8.46427 -1.17 -1.00 -1.00 1.1659
C 18.24784 -8.22560 -7.88798 0.45 -0.74 0.64 -1.0407
C 19.28050 -8.49424 -5.73009 0.18 -0.44 0.39 -1.1416
H 17.35044 -13.08527 -5.92340 -0.06 0.12 -0.10 0.3492
H 17.31310 -12.08990 -4.44143 -0.30 -0.05 -0.06 0.3549
H 18.40013 -13.42904 -4.59124 0.56 0.30 -0.19 0.3983
H 19.80888 -12.02835 -6.19060 -0.10 -0.17 -0.17 0.4682
H 19.36987 -10.96926 -4.92491 -0.20 -0.07 0.16 0.1288
H 17.33546 -10.29790 -6.37105 -0.15 0.30 -0.19 -0.1231
H 18.17065 -11.16207 -7.69351 0.08 0.57 -0.35 0.5006
H 20.11808 -10.01691 -8.68204 0.05 -0.61 0.32 0.4372
H 20.98031 -10.09859 -7.04979 -0.03 -0.36 -0.40 0.4510
H 22.05036 -8.74837 -8.75487 0.45 0.39 0.49 0.4769
H 21.46116 -7.62141 -7.39107 0.66 -0.27 -0.06 0.3218
H 20.21514 -8.09021 -10.12755 -0.72 -0.25 0.12 0.3570
H 20.80402 -6.59091 -9.60762 0.46 0.02 0.25 0.5076
H 18.47038 -6.57818 -9.22734 -0.54 0.14 0.20 -0.5849
H 19.26375 -6.26102 -7.73121 0.30 -0.31 0.16 -0.0918
H 17.75200 -8.82071 -8.65485 0.23 0.06 -0.25 0.4034
H 17.49250 -7.92231 -7.16301 -0.14 0.41 -0.39 0.3644
H 19.80679 -7.55321 -5.88998 -0.04 -0.23 -0.19 0.3757
H 19.80657 -9.07267 -4.97063 0.33 -0.10 -0.51 0.4056
H 18.31662 -8.28217 -5.26743 -0.18 -0.02 -0.38 0.4479